(1)
The following is a DFT calculation (ωB97M-V/def2-TZVPD) of a structure of composition C21H32AsBrN2O2SiTc.

Structure (XYZ):
```
61
Properties=species:S:1:pos:R:3:mulliken_spin:R:1
Tc -0.50649 -0.38417 0.21316 1.44
Br -0.00111 -2.62839 2.99262 0.01
C -1.73907 -2.02749 2.63467 0.00
C -2.80196 -2.52590 3.36346 -0.01
C -4.07066 -2.03060 3.10540 0.01
C -4.24051 -1.03851 2.14449 0.00
C -3.13044 -0.59530 1.47337 0.01
N -1.88648 -1.08860 1.69591 0.00
C -3.19967 0.50921 0.45477 0.00
O -4.22313 1.03546 0.14368 0.02
O -1.99847 0.86061 -0.01741 0.03
H -2.62905 -3.28091 4.11657 0.00
H -4.91866 -2.40789 3.66202 0.00
H -5.20290 -0.60157 1.91509 0.00
C 2.57155 0.33926 2.96791 0.00
C 1.30792 1.18702 2.87664 0.00
As 0.76056 1.58262 1.04900 -0.08
C 2.36612 2.12579 0.09911 0.01
C 3.22266 1.04403 -0.53995 0.00
C -0.24445 3.23462 1.19009 0.00
C -1.30325 3.26551 2.28451 0.00
H 2.78991 0.10972 4.01057 0.00
H 3.43687 0.86196 2.56136 0.00
H 2.47053 -0.61242 2.44105 0.00
H 1.45184 2.16371 3.34228 0.00
H 0.46185 0.71695 3.38053 0.00
H 2.92286 2.69581 0.84646 0.00
H 2.01720 2.84473 -0.64310 0.00
H 3.53858 0.28319 0.17343 0.00
H 4.12317 1.49809 -0.95313 0.00
H 2.70082 0.55123 -1.36001 0.00
H -0.65298 3.45817 0.20621 0.00
H 0.54033 3.96866 1.38946 0.00
H -2.12841 2.59055 2.07433 0.00
H -1.71799 4.27106 2.35118 0.00
H -0.88686 3.02561 3.26366 0.00
C 0.40826 0.03358 -4.55096 0.00
Si -0.59450 0.35352 -3.02872 0.02
C -2.30059 -0.34900 -3.12139 -0.01
C -0.50817 2.13900 -2.57098 0.00
N 0.19350 -0.51893 -1.52298 -0.25
C 1.03794 -1.63765 -1.51451 0.02
C 1.34319 -2.44441 -2.61899 -0.06
C 2.11950 -3.57431 -2.43354 0.04
C 2.56258 -3.94016 -1.16517 -0.09
C 2.23838 -3.16527 -0.05054 0.02
C 1.50798 -2.01616 -0.23994 -0.13
H 0.10573 0.81642 -5.25569 0.00
H 0.19180 -0.91814 -5.03723 0.00
H 1.48638 0.13601 -4.41099 0.00
H -2.70596 -0.13741 -4.11539 0.00
H -2.97442 0.09979 -2.38747 0.00
H -2.31125 -1.43626 -3.00414 0.00
H -0.83446 2.73555 -3.42844 0.00
H 0.51240 2.45339 -2.33670 0.00
H -1.17353 2.36823 -1.73936 0.00
H 0.97616 -2.19787 -3.60037 0.00
H 2.37590 -4.18766 -3.28721 0.00
H 3.16880 -4.82822 -1.04401 0.00
H 2.58702 -3.44844 0.93338 0.00
H 1.38714 -1.33743 0.62192 0.02
```

As for the HOMO-LUMO gap (alpha / beta): 0.2448 / 0.2689 Ha. As for the spin multiplicity: 2. For the energy relative to the best compared isomer or geometry (same formula, charge and spin), the calculation gives 0.0 kJ/mol. As for the LUMO energy (alpha / beta): -8.5 / -7.8 eV. As for the total charge: +2. The expectation value of S² is 1.01.

(2)
The following is a DFT calculation (ωB97M-V/def2-TZVPD) of the molecule C20H27N3O2.

Structure (XYZ):
```
52
Properties=species:S:1:pos:R:3:lowdin_charge:R:1
C 1.27340 5.44287 -0.67605 -0.08
C 0.78739 5.47113 0.77863 -0.24
N 0.35533 4.21796 1.36529 -0.20
C -0.65098 3.48041 0.62452 -0.26
C -1.96042 4.25754 0.52380 -0.08
C 1.38038 3.40233 1.96568 -0.19
C 2.33512 2.64563 1.02049 -0.21
N 2.96377 1.55102 1.74739 -0.10
C 3.76153 0.68720 0.89460 -0.13
C 2.87490 -0.26513 0.08411 -0.47
O 3.24959 -0.77156 -0.95050 0.07
N 1.68017 -0.46562 0.68992 0.13
C 0.59875 -1.25030 0.29158 -0.22
C 0.64088 -2.07745 -0.82746 0.01
C -0.45537 -2.84640 -1.16506 -0.01
C -1.60792 -2.80919 -0.38723 -0.27
O -2.74676 -3.50656 -0.70203 0.03
C -2.66048 -4.76941 -1.22531 -0.26
C -3.70955 -5.18527 -2.04016 -0.01
C -3.71976 -6.46880 -2.55088 -0.09
C -2.68910 -7.34656 -2.25772 -0.10
C -1.65241 -6.93538 -1.43778 -0.08
C -1.63299 -5.65466 -0.91648 -0.02
C -1.65943 -1.96936 0.72118 0.00
C -0.56650 -1.19724 1.05491 -0.02
H 2.09964 4.75031 -0.80881 0.06
H 0.47049 5.15437 -1.34937 0.06
H 1.61026 6.43778 -0.95732 0.07
H -0.05278 6.16993 0.84586 0.11
H 1.58590 5.86311 1.41376 0.11
H -0.31977 3.19739 -0.38780 0.11
H -0.83848 2.55512 1.17635 0.11
H -2.74023 3.60793 0.13429 0.07
H -2.25616 4.61221 1.50741 0.08
H -1.86501 5.11154 -0.14084 0.06
H 1.96843 4.04101 2.63209 0.12
H 0.87871 2.65311 2.58836 0.12
H 1.76395 2.21056 0.19625 0.12
H 3.08103 3.33317 0.59215 0.11
H 3.53474 1.93199 2.49571 0.12
H 4.40638 0.06366 1.52086 0.13
H 4.40546 1.23261 0.18793 0.13
H 1.55735 0.08614 1.53483 0.13
H 1.53271 -2.10827 -1.43067 0.10
H -0.41978 -3.47694 -2.04120 0.12
H -4.50540 -4.48988 -2.25708 0.12
H -4.53560 -6.78386 -3.18437 0.10
H -2.69636 -8.34741 -2.66190 0.10
H -0.85108 -7.61739 -1.19453 0.10
H -0.83009 -5.34197 -0.26483 0.12
H -2.56389 -1.93329 1.30790 0.12
H -0.60995 -0.55014 1.91955 0.11
```

As for the HOMO-LUMO gap: 0.3185 Ha. For the energy relative to the best compared isomer or geometry (same formula, charge and spin), the calculation gives 176.3 kJ/mol. As for the LUMO energy: 0.7 eV. The SMILES is CCN(CC)CCNCC(=O)Nc1ccc(Oc2ccccc2)cc1. As for the total charge: 0.

(3)
The following is a DFT calculation (ωB97M-V/def2-TZVPD) of a structure of composition C5H10O3 in a non-equilibrium geometry.

Structure (XYZ):
```
18
Properties=species:S:1:pos:R:3:lowdin_charge:R:1
C -0.14267 0.99625 0.10534 -0.61
C 0.22838 -0.18349 -0.71961 -0.17
C 0.66707 -1.46522 -0.07553 -0.07
C -1.52239 -0.12712 -0.79216 -0.08
C -2.37368 -0.55028 0.12664 0.04
O -0.01411 1.01602 1.33914 0.02
O -0.08338 2.16378 -0.62416 0.09
O 2.62609 0.72995 0.57872 -0.06
H -0.13199 2.89945 0.00629 0.13
H 1.85436 0.87658 1.16914 0.02
H 3.26580 0.26278 1.13002 0.05
H 0.63405 0.05868 -1.69951 0.15
H -1.83846 0.05207 -1.81080 0.10
H 1.73311 -1.60310 -0.21662 0.07
H 0.17804 -2.30751 -0.55980 0.08
H 0.40938 -1.47571 0.97823 0.09
H -3.41216 -0.74816 -0.10116 0.07
H -2.07745 -0.59498 1.16582 0.08
```

As for the HOMO-LUMO gap: 0.3710 Ha. For the energy relative to the best compared isomer or geometry (same formula, charge and spin), the calculation gives 234.9 kJ/mol. As for the LUMO energy: 0.6 eV. As for the total charge: 0.

(4)
The following is a DFT calculation (ωB97M-V/def2-TZVPD) of a structure of composition C24H23CoN6O2S2.

Structure (XYZ):
```
58
Properties=species:S:1:pos:R:3:lowdin_charge:R:1
Co -0.16316 -0.14133 -0.03100 0.22
C -3.68895 2.95618 0.03140 -0.04
N -4.01633 1.54811 -0.10358 -0.14
C -5.29205 1.07421 0.41835 -0.04
C -2.99263 0.67178 -0.30640 -0.38
N -1.75496 0.99833 -0.41957 0.16
N -3.39215 -0.65122 -0.44307 0.16
C -2.51120 -1.73743 -0.44580 -0.47
N -2.85692 -2.76879 -1.26061 0.18
N -1.49180 -1.71856 0.33370 0.09
H -4.61018 3.53137 0.04924 0.09
H -3.10702 3.29894 -0.82503 0.10
H -3.12654 3.16014 0.95002 0.10
H -5.87863 1.93726 0.71938 0.09
H -5.15520 0.42827 1.28759 0.09
H -5.87267 0.53813 -0.33605 0.08
H -1.57674 1.98298 -0.27548 0.08
H -4.25977 -0.78478 -0.93486 0.14
H -3.53287 -2.54998 -1.97562 0.10
H -2.02129 -3.20359 -1.66683 0.08
H -0.94160 -2.56923 0.24746 0.07
O -0.25571 -2.96130 -2.48619 0.03
C 0.37721 -1.97694 -2.09888 -0.58
O -0.16736 -0.84067 -1.81186 -0.11
C 1.87349 -2.04301 -1.98769 -0.17
C 2.63234 -2.44636 -3.07811 -0.03
C 4.01530 -2.47784 -2.99976 -0.09
C 4.63975 -2.12140 -1.81144 -0.09
C 3.88792 -1.73710 -0.71397 -0.12
C 2.49464 -1.69607 -0.78292 -0.56
S 1.57877 -1.32592 0.67175 0.80
H 2.12334 -2.73802 -3.98840 0.12
H 4.60252 -2.78313 -3.85617 0.10
H 5.72008 -2.14402 -1.73834 0.10
H 4.37302 -1.46273 0.21418 0.10
S 0.15374 2.90384 3.09138 1.13
C -1.01309 1.77065 3.70325 -0.46
C -1.79721 1.87135 4.84718 -0.09
C -2.67731 0.84365 5.12516 -0.09
C -2.76063 -0.26982 4.28324 -0.08
C -1.97268 -0.37868 3.15419 -0.01
C -1.09073 0.65967 2.85504 -0.26
N -0.23136 0.72745 1.76573 0.00
C 0.45193 1.84442 1.75625 -0.51
C 1.26153 2.15635 0.59689 -0.25
C 2.15940 3.22097 0.50401 -0.05
C 2.86290 3.38977 -0.66976 -0.09
C 2.65681 2.50435 -1.72989 -0.07
C 1.76416 1.44892 -1.62931 -0.06
C 1.05309 1.24586 -0.44744 -0.17
H -1.71821 2.73027 5.50036 0.11
H -3.30218 0.89902 6.00655 0.10
H -3.44672 -1.07019 4.52829 0.10
H -2.01614 -1.23768 2.50020 0.09
H 2.31252 3.89410 1.34078 0.10
H 3.57464 4.19880 -0.76694 0.10
H 3.21398 2.64248 -2.64895 0.10
H 1.62423 0.77129 -2.46027 0.10
```

As for the HOMO-LUMO gap: 0.2558 Ha. For the energy relative to the best compared isomer or geometry (same formula, charge and spin), the calculation gives 0.0 kJ/mol. As for the LUMO energy: 0.0 eV. As for the total charge: 0.